Record 1
This record from OMol25 describes the molecule C2H5N3S in a non-equilibrium geometry. The level of theory is ωB97M-V/def2-TZVPD.

Each line ends with the Mulliken charge.
Element x y z (Å)
C 0.4022 1.0669 0.2539  0.034
C -1.4063 0.0652 -0.8158  -0.812
N 1.3126 0.3601 -0.2226  -0.116
N 1.8425 -1.3973 1.3375  -0.589
N -0.9041 1.0790 0.0884  -0.071
S 2.3534 -0.7532 0.0019  0.202
H -2.2484 0.5537 -1.3345  0.323
H -0.6228 -0.0735 -1.5967  0.307
H -1.8354 -0.8183 -0.2452  0.245
H 2.5261 -1.8707 1.9177  0.216
H -1.4197 1.7881 0.6154  0.262

relative energy (zero: lowest compared OMol25 entry of this formula, charge and spin): 4.367 eV
HOMO energy (alpha / beta): -7.180 / -7.186 eV
E_LUMO (alpha / beta): 0.2 / 0.2 eV
energy: -17456.745 eV

Record 2
This record from OMol25 describes a structure of composition C15H43AlNO17P4 in a non-equilibrium geometry. The level of theory is ωB97M-V/def2-TZVPD.

Each line ends with the Mulliken charge.
Element x y z (Å)
Al 1.0137 -0.2211 -0.0997  1.747
C 3.9474 2.5959 0.0868  0.013
O 3.1498 1.6533 0.1507  -0.462
N 4.7069 3.0989 1.0611  0.196
C 5.7103 4.1342 0.8414  -0.896
C 4.3477 2.9366 2.4550  -0.857
H 4.1679 3.0336 -0.8958  0.473
H 5.5387 5.0709 1.3782  0.386
H 5.8519 4.4510 -0.1900  0.337
H 6.6345 3.7355 1.2669  0.393
H 5.3021 3.0125 2.9822  0.342
H 3.7487 3.7027 2.9594  0.347
H 3.8335 1.9929 2.6274  0.308
C 5.1149 -2.6533 -1.8307  -0.682
O 5.4347 -1.2622 -1.8175  -0.311
P 4.4658 -0.1829 -2.5076  0.582
O 3.0490 -0.3615 -2.0321  -0.152
O 5.1761 1.1993 -2.1238  -0.197
C 6.6213 1.2482 -2.2858  -0.717
O 4.7792 -0.2787 -4.0680  -0.296
C 3.8965 -0.7770 -5.0579  -0.715
H 6.0192 -3.2568 -1.8595  0.287
H 4.3562 -3.0007 -2.5298  0.323
H 4.7254 -2.8457 -0.8244  0.251
H 6.8102 2.1856 -2.8032  0.282
H 7.0714 0.4030 -2.7992  0.375
H 7.0086 1.2660 -1.2668  0.261
H 3.4205 -0.0029 -5.6684  0.304
H 3.0603 -1.4009 -4.7456  0.319
H 4.5246 -1.2608 -5.8072  0.304
C -3.7094 1.4797 3.8067  -0.886
O -3.0992 0.2074 3.5370  -0.253
P -1.5344 -0.0014 3.2175  0.621
O -1.0768 -0.0458 1.8011  -0.155
O -0.7614 1.1445 4.0450  -0.295
C -1.0143 1.5578 5.3945  -0.746
O -1.2101 -1.3568 3.9459  -0.235
C -1.7431 -1.7878 5.2133  -0.697
H -3.0112 2.3160 3.7688  0.427
H -4.0460 1.4639 4.8441  0.367
H -4.5501 1.6619 3.1437  0.283
H -1.2060 2.6278 5.3376  0.330
H -0.1681 1.3336 6.0392  0.283
H -1.9035 1.0797 5.8072  0.319
H -1.0511 -1.4976 6.0047  0.290
H -1.7833 -2.8734 5.2390  0.293
H -2.7070 -1.3160 5.3874  0.355
C -1.6159 -5.0756 -1.9106  -0.751
O -2.3997 -4.4598 -0.8808  -0.255
P -2.3864 -2.8692 -0.6614  0.351
O -1.1063 -2.1931 -0.4271  -0.274
O -3.2497 -2.4242 -1.9402  -0.066
C -4.4442 -3.0887 -2.3260  -0.838
O -3.3579 -2.7176 0.5646  -0.170
C -3.2095 -3.5836 1.7076  -0.437
H -1.1471 -4.3416 -2.5697  0.319
H -2.2399 -5.7667 -2.4700  0.303
H -0.7804 -5.5951 -1.4410  0.300
H -5.0018 -3.5538 -1.5101  0.327
H -4.1231 -3.8389 -3.0478  0.324
H -5.1897 -2.4211 -2.7571  0.313
H -4.2458 -3.8832 1.8776  0.318
H -2.9194 -3.0646 2.6201  -0.073
H -2.5800 -4.4573 1.5659  0.376
C -3.2971 0.9086 -3.7933  -0.668
O -3.7096 1.2020 -2.4204  -0.263
P -2.6176 1.5823 -1.3317  0.781
O -1.3958 0.7137 -1.3475  -0.357
O -2.3622 3.1215 -1.5529  -0.371
C -3.4130 4.0986 -1.4685  -0.700
O -3.4600 1.4972 0.0236  -0.087
C -4.3282 0.3857 0.1830  -0.212
H -3.8104 -0.0080 -4.0773  0.190
H -2.2369 0.6657 -3.8033  0.318
H -3.6018 1.7156 -4.4525  0.291
H -4.3511 3.6477 -1.1462  0.293
H -3.5477 4.7305 -2.3420  0.306
H -3.1979 4.7898 -0.6512  0.296
H -3.9282 -0.1492 1.0425  -0.021
H -4.2680 -0.4038 -0.5744  -0.040
H -5.3898 0.6273 0.1894  0.338

relative energy (zero: lowest compared OMol25 entry of this formula, charge and spin): 0.000 eV
net charge: +3
HOMO energy: -17.551 eV
E_LUMO: -14.5 eV
energy: -96280.126 eV

Record 3
This record from OMol25 describes a structure of composition C5H9NO in a non-equilibrium geometry. The level of theory is ωB97M-V/def2-TZVPD.

Each line ends with the Mulliken charge.
Element x y z (Å)
C -1.5275 -1.3315 -0.1969  -1.417
C -0.6121 -0.1900 -0.6079  0.526
C -0.7063 1.3231 -0.0865  -0.701
C 0.8788 1.4174 -0.0879  -0.528
C 0.7696 -0.0898 -0.0986  0.219
N 1.3485 -1.0110 0.5263  -0.490
O 2.5074 -0.5302 1.1230  -0.403
H -2.5177 -1.2918 -0.6759  0.379
H -1.6626 -1.3255 0.8849  0.311
H -1.0841 -2.2972 -0.4725  0.318
H -0.5961 -0.1483 -1.7223  0.258
H -1.3312 1.5814 -0.8951  0.369
H -1.0625 1.5672 0.9349  0.272
H 1.3850 1.8014 0.8133  0.255
H 1.3635 1.8562 -0.9668  0.261
H 2.8474 -1.3312 1.5278  0.372

relative energy (zero: lowest compared OMol25 entry of this formula, charge and spin): 3.715 eV
HOMO energy: -9.238 eV
E_LUMO: 1.1 eV
energy: -8865.498 eV

Record 4
This record from OMol25 describes a structure of composition C38H40BCrN10 in a non-equilibrium geometry. The level of theory is ωB97M-V/def2-TZVPD.

Each line ends with the Mulliken spin population.
Element x y z (Å)
Cr 0.0449 -0.0789 0.1371  3.939
C -1.7321 4.5587 2.0824  -0.001
C -0.6753 3.5605 1.7811  0.028
C 0.6852 3.6856 1.9847  0.008
C 1.2384 2.4693 1.5740  -0.016
N 0.2650 1.6546 1.1439  -0.173
N -0.8954 2.3365 1.2623  0.043
B -2.2460 1.8123 0.7611  -0.032
N -2.1951 1.7117 -0.7750  -0.016
N -1.1157 1.2385 -1.4198  0.024
C -1.3703 1.2989 -2.7331  0.019
C -2.6531 1.8376 -2.9263  0.003
C -3.1443 2.0863 -1.6621  0.009
C -4.4737 2.6400 -1.3009  0.000
C -0.4645 0.8366 -3.7737  -0.012
C 0.6538 0.0691 -3.4551  -0.022
C 1.4954 -0.4077 -4.4410  0.011
C 1.2238 -0.1440 -5.7731  0.002
C 0.1176 0.6222 -6.1057  -0.001
C -0.7138 1.1173 -5.1190  0.001
N -2.4857 0.4252 1.3863  0.052
N -1.5326 -0.5245 1.3803  -0.180
C -1.9940 -1.5714 2.0856  0.017
C -3.2881 -1.2689 2.5372  0.006
C -3.5662 0.0000 2.0753  0.040
C -4.8073 0.7863 2.2808  -0.001
C -1.2863 -2.8131 2.3696  0.025
C -1.7140 -3.6032 3.4407  -0.004
C -1.1022 -4.8074 3.7233  -0.001
C -0.0524 -5.2568 2.9382  0.003
C 0.3938 -4.4765 1.8861  0.026
C -0.2117 -3.2654 1.6065  -0.030
C 2.6764 2.1902 1.6663  0.069
C 3.1789 1.2730 2.5820  0.007
C 4.5459 1.1464 2.7632  0.006
C 5.4264 1.9178 2.0235  0.001
C 4.9316 2.8291 1.1049  0.000
C 3.5674 2.9770 0.9399  0.001
H -1.2807 5.4413 2.5267  0.000
H -2.4591 4.1523 2.7829  0.001
H -2.2612 4.8450 1.1757  0.001
H 1.2129 4.5190 2.4002  0.000
H -3.1111 2.5424 1.0833  0.001
H -3.1615 2.0078 -3.8536  0.000
H -5.0030 2.9099 -2.2103  0.000
H -4.3722 3.5237 -0.6755  0.000
H -5.0736 1.9097 -0.7593  0.000
H 0.8444 -0.1518 -2.4164  0.054
H 2.3661 -0.9866 -4.1649  0.001
H 1.8706 -0.5274 -6.5479  0.000
H -0.0965 0.8324 -7.1434  0.000
H -1.5546 1.7314 -5.4002  0.000
H -3.9411 -1.8943 3.1093  0.001
H -5.4873 0.2233 2.9122  0.000
H -5.3041 0.9927 1.3350  0.001
H -4.5852 1.7366 2.7591  0.001
H -2.5206 -3.2633 4.0685  0.000
H -1.4444 -5.4011 4.5572  0.000
H 0.4246 -6.1994 3.1526  0.000
H 1.2170 -4.8195 1.2753  0.001
H 0.1435 -2.6542 0.7900  0.100
H 2.4897 0.6875 3.1747  -0.012
H 4.9269 0.4578 3.5012  0.000
H 6.4914 1.8209 2.1706  0.000
H 5.6039 3.4457 0.5286  0.000
H 3.1860 3.7097 0.2448  0.001
C 1.2976 -3.0508 -1.8562  0.036
C -0.1279 -2.6487 -1.7930  0.053
N -0.6487 -1.6515 -1.0954  -0.251
C -1.9957 -1.6785 -1.3534  0.089
C -2.2828 -2.6954 -2.2083  0.000
N -1.0916 -3.3037 -2.4736  0.001
H 1.9180 -2.2953 -1.3837  0.016
H 1.6041 -3.1645 -2.8945  0.002
H 1.4508 -4.0045 -1.3511  0.004
H -2.6786 -0.9839 -0.9087  -0.006
H -3.2014 -3.0251 -2.6449  0.000
H -0.9552 -4.1044 -3.0697  -0.001
C 2.8915 -1.8975 1.5413  0.094
C 3.1242 -0.9046 0.4662  0.028
N 2.2066 -0.2074 -0.1876  -0.164
C 2.8906 0.6094 -1.0484  0.119
C 4.2261 0.3889 -0.9227  0.006
N 4.3597 -0.5752 0.0320  0.002
H 1.8945 -1.7594 1.9538  -0.022
H 3.6271 -1.7719 2.3323  0.004
H 2.9742 -2.9198 1.1710  0.004
H 2.3760 1.3008 -1.6831  -0.017
H 5.0656 0.8257 -1.4192  0.000
H 5.2297 -0.9375 0.3893  -0.001

relative energy (zero: lowest compared OMol25 entry of this formula, charge and spin): 0.431 eV
net charge: +1
2S+1: 5
HOMO energy (alpha / beta): -10.290 / -10.449 eV
E_LUMO (alpha / beta): -1.7 / -1.7 eV
energy: -84055.891 eV

Record 5
This record from OMol25 describes the ion C3H13N2Si with charge +1 in a non-equilibrium geometry. The level of theory is ωB97M-V/def2-TZVPD.

Each line ends with the Mulliken charge.
Element x y z (Å)
C 1.4096 -0.1986 -1.7387  -1.150
C -0.7687 0.9658 -1.6053  -0.810
C 0.3563 0.4719 0.5859  -0.733
N -0.7459 0.1647 1.3829  -0.237
N 0.1376 0.0420 -0.9559  -0.048
Si -0.6577 -1.1445 2.6755  0.393
H 1.9286 0.6394 -1.7411  0.539
H 1.9127 -1.0481 -1.2859  0.351
H 1.1662 -0.2851 -2.7396  0.461
H -1.5653 0.5678 -2.2171  0.337
H -1.2067 1.5098 -0.8460  0.360
H -0.2127 1.5119 -2.3368  0.343
H 0.6635 1.4931 0.6930  0.341
H 1.1837 -0.1888 0.7541  0.482
H -1.5397 0.8463 1.3846  0.255
H -0.3242 -0.9113 -0.8473  0.370
H -0.2687 -2.1946 1.8634  -0.108
H 0.4801 -1.2204 3.6392  -0.068
H -1.9486 -1.0214 3.3351  -0.080

SMILES string: C[NH+](C)CN[SiH3]
relative energy (zero: lowest compared OMol25 entry of this formula, charge and spin): 1.891 eV
net charge: +1
HOMO energy: -13.848 eV
E_LUMO: -2.9 eV
energy: -14171.899 eV

Record 6
This record from OMol25 describes a cluster of 9 separate species, C32H48O28S in total in a non-equilibrium geometry. The level of theory is ωB97M-V/def2-TZVPD.

Each line ends with the Mulliken charge.
Element x y z (Å)
S 0.0250 -0.3709 0.1216  0.117
O 0.8366 -1.0632 -0.7207  -0.476
O -1.0974 0.1814 -0.6746  -0.290
O -0.4332 -1.1831 1.1256  -0.625
O 0.6986 0.8016 0.7114  -0.476
C 5.0617 -3.6917 1.0175  -1.158
C 3.7176 -3.7958 1.6883  1.889
C 2.5694 -3.4308 0.7859  -0.779
O 1.9362 -4.6761 0.5527  -0.317
C 2.3401 -5.5856 1.3533  0.495
O 1.8847 -6.7875 1.4346  -0.661
O 3.4596 -5.1259 2.1113  -0.398
H 5.2256 -4.4249 0.1153  0.282
H 6.0398 -4.1723 1.3537  0.345
H 5.2861 -2.5521 0.7872  0.175
H 3.4080 -3.0325 2.6295  -0.601
H 2.7109 -2.8332 0.0427  0.998
H 2.0936 -2.7698 1.3548  -0.302
C 0.4140 -0.7195 5.0882  -1.366
C 1.6284 -1.2174 4.2042  1.467
C 2.3484 0.0301 3.6248  0.901
O 3.6645 -0.1116 4.1126  -0.338
C 3.8038 -1.1586 4.8613  0.558
O 4.8040 -1.6364 5.3366  -0.621
O 2.6115 -1.7577 5.0222  -0.488
H -0.2506 -1.5640 5.1307  0.445
H -0.2451 -0.1197 4.4234  0.123
H 0.6700 -0.0679 5.9145  0.375
H 1.2286 -1.8186 3.4210  -0.292
H 2.0129 1.1472 3.8982  -0.276
H 2.3883 -0.1320 2.5217  -0.462
C -0.5150 -5.2346 -1.7871  -2.914
C -1.5231 -4.1200 -1.9849  1.394
C -1.0320 -2.9221 -2.7171  0.666
O -1.6154 -3.0119 -4.0074  -0.383
C -2.3931 -4.0457 -4.0378  0.505
O -3.0991 -4.2433 -5.0962  -0.714
O -2.4454 -4.7333 -2.9293  -0.391
H -0.1562 -5.7174 -2.4092  1.198
H -0.8991 -5.9424 -1.2163  0.783
H 0.3034 -4.8516 -1.2467  0.359
H -2.0717 -3.8488 -1.1179  0.218
H -0.0366 -2.6516 -2.9460  0.092
H -1.4207 -1.9366 -2.3512  -0.701
C -0.5460 3.8675 3.1688  -1.348
C -0.7011 4.4961 1.8869  1.078
C -1.0681 3.6036 0.7341  0.670
O -2.0121 4.4119 0.1449  -0.368
C -2.2465 5.5671 0.8364  0.462
O -3.0556 6.3364 0.4960  -0.564
O -1.5164 5.5177 1.9396  -0.401
H -1.4968 3.4751 3.3822  0.487
H -0.1296 4.6092 3.9100  0.319
H 0.0865 3.1971 3.1373  -0.092
H 0.3220 4.8290 1.7273  0.077
H -1.5703 2.7819 1.0588  -0.308
H -0.2162 3.2862 0.2476  -0.097
C -5.4504 2.4551 -1.3414  -1.424
C -4.0611 2.1779 -1.9433  1.552
C -3.8011 0.8252 -2.5828  0.710
O -3.9721 0.9397 -3.8915  -0.328
C -3.8259 2.2061 -4.1668  0.471
O -3.7801 2.6618 -5.3104  -0.678
O -3.7566 2.9601 -3.0962  -0.435
H -5.7398 1.8360 -0.3382  0.164
H -6.1759 2.4271 -2.0586  0.480
H -5.1873 3.4653 -0.8921  0.327
H -3.1410 2.2836 -1.3035  -0.765
H -4.3804 0.0999 -1.8857  0.104
H -2.6052 0.6681 -2.3315  -0.161
C -2.9878 0.0640 2.7334  -2.095
C -3.7468 -0.0218 1.3401  3.292
C -3.6324 -1.3628 0.6563  -1.106
O -5.0295 -1.8550 0.4700  -0.500
C -5.8266 -1.0055 1.0445  0.610
O -6.9536 -1.1983 1.1718  -0.565
O -5.1034 0.0092 1.5655  -0.571
H -2.9507 -0.8620 3.1807  0.610
H -3.5662 0.5088 3.4479  0.821
H -1.8379 0.3026 2.7845  -0.033
H -3.4700 0.8461 0.6351  -1.289
H -2.9821 -2.0679 1.0253  0.663
H -3.2241 -1.4967 -0.2691  0.105
C -0.3367 2.5492 -2.8511  -0.935
C 0.9874 1.6965 -2.8101  2.269
C 0.7277 0.4046 -3.5165  0.426
O 1.1537 0.8236 -4.8866  -0.506
C 1.8070 1.9583 -4.9103  0.651
O 2.3941 2.3948 -5.9112  -0.707
O 1.8979 2.3628 -3.7285  -0.478
H -1.1577 2.1470 -2.2390  -0.228
H -0.5680 3.1445 -3.7747  0.412
H -0.2860 3.5834 -2.1814  0.114
H 1.3999 1.3726 -1.8045  -1.043
H -0.1856 -0.1054 -3.4343  0.063
H 1.5341 -0.4445 -3.2727  -0.318
C 3.6489 3.1600 -0.4720  -0.944
C 4.3221 1.9419 0.0983  0.985
C 3.9692 0.7253 -0.7174  0.611
O 5.1879 0.0291 -0.9138  -0.409
C 6.2340 0.7858 -0.6153  0.531
O 7.4059 0.5045 -0.7549  -0.647
O 5.7843 1.8768 -0.0843  -0.474
H 2.7008 3.2211 0.0504  -0.150
H 4.0047 2.9562 -1.4019  0.668
H 4.0813 4.2872 -0.0941  0.211
H 3.9179 1.6199 1.1511  -0.051
H 3.4797 1.0085 -1.6497  -0.088
H 3.2962 0.0492 -0.0915  -0.196

relative energy (zero: lowest compared OMol25 entry of this formula, charge and spin): 2.343 eV
net charge: -2
HOMO energy: -3.782 eV
E_LUMO: 3.6 eV
energy: -102119.718 eV